Entry 1:
{
  "formula": "C2H4ClNS",
  "method": "the ωB97M-V functional and the def2-TZVPD basis",
  "smiles": "CN(Cl)C=S",
  "lumo_energy_ev": 0.275,
  "symbols": ["Cl", "S", "N", "C", "C", "H", "H", "H", "H"],
  "positions_angstrom": [[-1.1825, 1.9652, -0.8717], [0.3111, -1.9373, -1.7618], [-0.4373, 0.4475, -0.7021], [-0.4144, -0.3778, -1.7304], [0.1931, 0.1038, 0.7345], [-0.5904, 0.0849, -2.7131], [0.3306, 1.1865, 1.0267], [1.0935, -0.5408, 0.6304], [-0.5079, -0.4660, 1.2889]],
  "atomic_forces_ev_per_a": [[0.12, -0.08, 0.12], [-1.23, 1.99, 0.42], [0.79, -1.38, 2.08], [2.24, -1.74, -1.21], [-0.12, 2.16, -2.77], [-0.67, -0.13, 0.55], [0.26, -1.68, 0.60], [-0.47, 0.94, -0.39], [-0.91, -0.09, 0.60]]
}

***

Entry 2:
{
  "formula": "C2H4ClOP",
  "method": "the ωB97M-V functional and the def2-TZVPD basis",
  "lumo_energy_ev": [-1.295, -1.939],
  "symbols": ["Cl", "P", "O", "C", "C", "H", "H", "H", "H"],
  "positions_angstrom": [[2.8727, 1.2175, 0.0181], [0.7462, -1.5873, 0.0302], [3.2873, -0.3230, -0.1309], [-1.5572, -0.0091, -0.0016], [-0.0713, -0.1619, 0.0261], [-1.8478, 0.7694, -0.7026], [-2.0410, -0.9420, -0.2845], [0.5277, 0.7592, 0.0579], [-1.9167, 0.2772, 0.9873]],
  "atomic_forces_ev_per_a": [[0.25, 0.28, -0.01], [0.82, 0.73, -0.15], [-1.18, -0.56, 0.12], [-0.13, -0.10, 0.03], [0.54, -0.41, 0.03], [-0.05, 0.06, -0.07], [-0.11, 0.04, 0.02], [-0.08, -0.11, 0.00], [-0.04, 0.08, 0.02]]
}

***

Entry 3:
{
  "formula": "C2H4ClOP",
  "method": "the ωB97M-V functional and the def2-TZVPD basis",
  "lumo_energy_ev": -1.163,
  "symbols": ["Cl", "P", "O", "C", "C", "H", "H", "H", "H"],
  "positions_angstrom": [[-3.2800, 0.5046, -1.2650], [-1.4716, 0.2443, -2.0240], [-0.2736, 1.8375, -0.9410], [-0.6485, -0.4887, -0.4441], [0.0567, 0.8566, -0.0582], [-1.3517, -0.9774, 0.2868], [0.0223, -1.2332, -0.6290], [-0.1642, 1.2578, 1.1061], [1.2373, 0.6618, -0.2021]],
  "atomic_forces_ev_per_a": [[-0.85, 0.28, 0.14], [2.86, 1.88, 2.44], [-3.08, -1.70, -3.02], [-2.16, 2.31, 0.91], [2.49, -0.80, 3.07], [0.26, 1.03, -0.73], [2.06, -1.95, -1.02], [0.65, -1.35, -2.76], [-2.22, 0.28, 0.96]]
}

***

ΔE to the lowest compared entry with this formula, charge and spin per entry: 47.8; 127.3; 64.8 kcal/mol